No. 1
{
  "formula": "C12H30ClO2P2SiYb",
  "method": "ωB97M-V/def2-TZVPD",
  "elements": ["C", "C", "H", "H", "H", "O", "Cl", "Yb", "P", "C", "C", "H", "H", "H", "H", "H", "H", "C", "H", "H", "H", "P", "C", "C", "H", "H", "H", "C", "H", "H", "H", "H", "H", "H", "C", "O", "C", "Si", "C", "C", "H", "H", "H", "H", "H", "H", "H", "H", "H"],
  "xyz": [[0.96428, -0.02463, -5.51162], [1.45716, 0.03296, -4.15416], [1.75143, 0.11201, -6.26920], [0.20768, 0.77883, -5.62432], [0.46103, -1.00386, -5.64936], [2.39325, 0.15762, -3.43278], [-2.21897, -0.38898, -0.87789], [0.03546, -0.24370, -1.85665], [0.02893, 2.77555, -0.01708], [1.26004, 3.93588, 0.54988], [0.11886, 2.53765, -1.79290], [0.15827, 3.53094, -2.26372], [-1.77464, 4.31703, 0.03419], [-0.79652, 2.04303, -2.17503], [-2.36555, 2.62811, -0.12964], [2.23502, 3.66412, 0.12156], [1.04289, 2.00618, -2.10237], [-1.64430, 3.28056, 0.38383], [0.99136, 4.95086, 0.22488], [-1.83817, 3.24668, 1.46600], [1.33233, 3.91539, 1.64600], [0.05265, -2.82530, -0.28069], [1.37763, -3.70048, 0.64728], [-1.39448, -3.64168, 0.51031], [-0.69390, -3.45275, -2.51554], [-0.04110, -4.85112, -1.58539], [1.07266, -3.66282, -2.34166], [0.10487, -3.79370, -1.83777], [-2.30668, -3.32066, -0.00834], [-1.27262, -4.73099, 0.44372], [1.20241, -4.78501, 0.58932], [1.38839, -3.37914, 1.69895], [-1.46775, -3.33824, 1.56424], [2.35058, -3.45811, 0.19445], [0.42168, 1.14351, 0.73581], [1.11073, 0.33235, -0.00920], [0.72358, -0.90204, 3.00136], [-0.25803, 0.58082, 2.46375], [-2.07009, 0.15905, 2.35592], [0.06397, 1.99350, 3.64655], [0.20835, -1.84968, 2.81578], [0.90242, -0.83843, 4.08482], [1.69757, -0.92429, 2.50019], [-2.49169, 0.01317, 3.35922], [-2.66251, 0.93495, 1.85812], [-2.22668, -0.76707, 1.78931], [-0.15295, 1.63982, 4.66645], [1.11974, 2.29366, 3.61795], [-0.55861, 2.87840, 3.46546]],
  "s_squared": 0.754,
  "lumo_ev": [-7.97, -7.98],
  "multiplicity": 2,
  "charge": 2,
  "e_homo_ev": [-14.318, -14.315],
  "fmax_ev_per_a": 4.60,
  "gap_ev": [6.3510, 6.3341]
}

***

No. 2
{
  "formula": "C4H10N2O2",
  "method": "ωB97M-V/def2-TZVPD",
  "elements": ["C", "C", "C", "C", "N", "O", "O", "N", "H", "H", "H", "H", "H", "H", "H", "H", "H", "H"],
  "xyz": [[-0.32878, 1.27231, 0.28442], [2.03057, -0.83380, -0.37083], [-0.79876, 2.65776, 0.02906], [-0.38024, -1.03294, -0.09399], [-1.21015, -1.74596, 0.83326], [0.95172, -1.02705, 0.51901], [-0.38075, -1.65812, -1.32197], [-0.87449, 0.29168, -0.29387], [-0.52146, -2.60130, -1.17064], [0.46182, 1.18060, 1.03894], [-1.00177, -1.47566, 1.78548], [-2.19401, -1.69091, 0.59726], [2.89918, -0.61380, 0.24981], [2.22277, -1.73957, -0.95378], [1.83614, -0.00561, -1.05960], [0.03157, 3.26230, -0.33390], [-1.60265, 2.65449, -0.70072], [-1.14070, 3.10558, 0.96208]],
  "smiles": "C/C=N/[C@@](N)(O)OC",
  "lumo_ev": 0.96,
  "e_homo_ev": -9.445,
  "fmax_ev_per_a": 1.54,
  "gap_ev": 10.4059,
  "relative_energy_kj_mol": 208.2
}

***

No. 3
{
  "formula": "C6H8O6Sc",
  "method": "ωB97M-V/def2-TZVPD",
  "elements": ["O", "O", "C", "C", "C", "H", "H", "H", "H", "H", "C", "C", "O", "C", "O", "O", "O", "H", "H", "H", "Sc"],
  "xyz": [[-2.38804, -0.65360, -2.80601], [-2.38302, 1.43802, -2.13990], [-1.69808, 0.45566, -2.51775], [-2.80168, -0.88030, -4.15669], [-2.99012, -2.36333, -4.38110], [-3.74410, -0.33813, -4.32451], [-2.05340, -0.46142, -4.84407], [-3.78846, -2.75880, -3.73806], [-3.26946, -2.54027, -5.42904], [-2.06476, -2.91857, -4.17680], [1.86716, 0.87975, -1.31299], [2.31134, 0.62785, 0.13829], [2.90909, -0.67543, 0.13539], [3.02809, -1.12809, -1.11584], [2.54236, -0.27472, -1.99510], [3.34478, -2.26586, -1.36994], [0.31910, 0.55978, -1.58928], [2.54589, 1.67322, -1.68528], [1.44959, 0.61725, 0.81881], [3.05399, 1.35050, 0.49941], [-0.41468, 2.46038, -2.05396]],
  "s_squared": 0.753,
  "lumo_ev": [-1.15, -1.77],
  "multiplicity": 2,
  "e_homo_ev": [-7.248, -7.395],
  "fmax_ev_per_a": 7.37,
  "gap_ev": [6.0980, 5.6273]
}

***

No. 4
{
  "formula": "C2H2BrN2P",
  "method": "ωB97M-V/def2-TZVPD",
  "elements": ["C", "C", "N", "N", "P", "Br", "H", "H"],
  "xyz": [[1.13740, -0.24193, 0.27036], [0.36059, 0.75934, -0.22244], [0.51012, -1.45015, 0.37662], [-0.68781, -1.48975, 0.05407], [-1.17720, -0.03651, -0.70184], [-3.00777, 0.95038, 0.19324], [2.16971, -0.22088, 0.56865], [0.69495, 1.72951, -0.53866]],
  "smiles": "BrP1=CC=NN=1",
  "lumo_ev": -1.52,
  "e_homo_ev": -9.345,
  "fmax_ev_per_a": 2.15,
  "gap_ev": 7.8212,
  "relative_energy_kj_mol": 0.0
}

***

No. 5
{
  "formula": "C22H24InN8O9Se",
  "method": "ωB97M-V/def2-TZVPD",
  "elements": ["In", "O", "C", "N", "C", "C", "C", "C", "C", "C", "N", "C", "O", "C", "C", "C", "C", "C", "N", "C", "C", "C", "C", "C", "N", "H", "H", "H", "H", "H", "H", "H", "H", "H", "H", "H", "H", "C", "O", "C", "O", "N", "N", "H", "H", "H", "H", "H", "H", "C", "N", "C", "N", "O", "H", "H", "H", "H", "H", "H", "O", "Se", "O", "O", "O"],
  "xyz": [[-0.49126, 0.22438, 0.04615], [0.79766, 0.93152, 4.02718], [0.42609, 0.94053, 2.85667], [0.25689, -0.09010, 2.02321], [0.24491, -1.42977, 2.42737], [1.06562, -1.95830, 3.41366], [0.98242, -3.30760, 3.74579], [0.07560, -4.12858, 3.09750], [-0.75424, -3.61598, 2.10442], [-0.67787, -2.27115, 1.75351], [-1.43425, -1.64984, 0.75681], [-2.50587, -2.15636, 0.16590], [-3.05426, -3.25281, 0.30840], [-3.13776, -1.16659, -0.81112], [-4.30271, -1.51695, -1.46926], [-4.88068, -0.60461, -2.33649], [-4.27863, 0.62744, -2.52046], [-3.10955, 0.90584, -1.83372], [-2.56009, 0.02522, -0.99524], [0.01123, 2.27454, 2.24476], [0.25702, 3.45176, 2.92939], [-0.13608, 4.64568, 2.35312], [-0.75247, 4.63291, 1.10969], [-0.95745, 3.41984, 0.48343], [-0.60456, 2.27109, 1.06152], [1.75178, -1.29917, 3.92412], [1.62508, -3.70708, 4.52090], [0.00252, -5.17638, 3.36374], [-1.47492, -4.24106, 1.59964], [-4.71572, -2.49650, -1.27881], [-5.79098, -0.85533, -2.86724], [-4.68233, 1.36514, -3.19902], [-2.58775, 1.84432, -1.98559], [0.76166, 3.39457, 3.88211], [0.05259, 5.58442, 2.85862], [-1.04641, 5.54787, 0.61479], [-1.37053, 3.35422, -0.51802], [3.85401, -0.10268, 0.03945], [3.63418, 0.96056, -0.88459], [2.91056, 1.98599, -0.37745], [2.47541, 1.98255, 0.75095], [2.81808, 2.97433, -1.31580], [1.94283, 4.03503, -1.00828], [4.40438, -0.85977, -0.51542], [2.91161, -0.50976, 0.40037], [4.44229, 0.24390, 0.89008], [2.72069, 2.61526, -2.26589], [1.03435, 3.84767, -1.42820], [2.31947, 4.86197, -1.45254], [2.03048, -3.73452, -0.36017], [1.28450, -3.37342, -1.55625], [0.69267, -2.15539, -1.64591], [-0.15931, -1.93526, -2.66673], [0.94850, -1.30203, -0.77608], [2.44011, -4.73263, -0.50459], [1.40362, -3.72449, 0.53232], [2.85258, -3.03664, -0.21320], [0.93482, -4.11092, -2.14068], [-0.22644, -2.62968, -3.39014], [-0.35602, -0.96224, -2.96715], [-0.78695, 0.56829, -3.78805], [-0.07239, 1.85069, -3.07086], [-1.11020, 3.09325, -2.86803], [0.32746, 1.34858, -1.50857], [1.32397, 2.28422, -3.76599]],
  "lumo_ev": 2.45,
  "charge": -1,
  "e_homo_ev": -5.063,
  "fmax_ev_per_a": 0.27,
  "gap_ev": 7.5165,
  "relative_energy_kj_mol": 8.5
}